Record 1
The following is a DFT calculation (the ωB97M-V functional and the def2-TZVPD basis) of C32H38Br42I2O5S as an isolated structure.

Lowest unoccupied orbital energy (Ha): -0.024
Frontier orbital gap (eV): 8.50
F_max (eV/Å): 7.08

Element x y z (Å)
C1 -0.332 3.399 -1.880
C2 0.097 2.282 -1.797
C3 0.516 0.813 -1.462
C4 1.986 0.858 -0.858
I1 3.693 0.010 -1.931
C5 2.320 1.437 0.339
C6 3.807 1.452 0.865
I2 0.899 2.418 1.600
C7 0.664 0.117 -2.902
O1 -0.583 0.154 -3.652
S1 -1.606 -0.974 -3.040
O2 -2.959 -0.459 -3.156
O3 -1.506 -2.180 -3.872
C8 -1.061 -1.279 -1.327
C9 -0.545 0.036 -0.562
C10 -1.843 0.835 -0.161
C11 -2.689 0.115 0.996
C12 -2.070 0.284 2.442
C13 -0.936 -0.737 2.814
C14 -1.164 -2.207 2.322
C15 0.059 -3.141 2.657
O4 0.413 -3.083 4.069
C16 1.792 -3.058 4.212
O5 2.447 -4.102 4.148
C17 2.528 -1.670 4.456
C18 2.120 -0.761 5.371
H1 -0.553 4.469 -2.029
H2 4.157 0.445 1.186
H3 4.479 1.932 0.099
H4 3.844 2.149 1.751
H5 1.108 -0.907 -2.852
H6 1.369 0.751 -3.508
H7 -1.883 -1.804 -0.787
H8 -0.208 -2.016 -1.398
H9 0.025 -0.365 0.323
H10 -2.540 0.858 -1.051
H11 -1.683 1.879 0.192
H12 -2.960 -0.937 0.738
H13 -3.665 0.686 1.020
H14 -1.785 1.368 2.636
H15 -2.921 0.084 3.161
H16 -0.844 -0.799 3.936
H17 0.089 -0.439 2.453
H18 -2.066 -2.708 2.773
H19 -1.269 -2.244 1.204
H20 -0.212 -4.210 2.422
H21 0.949 -2.905 2.012
H22 3.438 -1.450 3.861
H23 1.171 -0.918 5.933
H24 2.737 0.132 5.635
C19 -2.276 7.591 -1.186
Br1 -2.008 8.449 0.525
Br2 -0.600 7.248 -2.087
Br3 -3.345 5.988 -1.029
H25 -2.834 8.286 -1.806
C20 6.721 -2.964 2.103
Br4 6.676 -3.019 4.036
Br5 5.195 -2.017 1.381
Br6 8.389 -2.247 1.439
H26 6.652 -3.990 1.754
C21 -4.599 11.335 1.754
Br7 -5.005 10.700 -0.027
Br8 -3.159 12.625 1.745
Br9 -6.173 12.019 2.643
H27 -4.256 10.479 2.326
C22 -1.813 1.724 6.342
Br10 0.055 2.165 6.578
Br11 -2.558 2.583 4.775
Br12 -2.105 -0.188 6.329
H28 -2.344 2.118 7.202
C23 -8.995 12.131 -0.131
Br13 -8.901 10.531 0.950
Br14 -9.237 11.717 -2.004
Br15 -10.345 13.355 0.516
H29 -8.038 12.634 -0.037
C24 -2.594 3.078 -5.692
Br16 -1.796 2.892 -3.938
Br17 -3.936 4.472 -5.751
Br18 -1.242 3.309 -7.054
H30 -3.101 2.141 -5.907
C25 -0.626 -3.748 -6.348
Br19 1.262 -3.389 -6.130
Br20 -1.289 -3.091 -8.044
Br21 -1.037 -5.622 -6.097
H31 -1.146 -3.199 -5.567
C26 -2.102 -7.061 2.183
Br22 -3.949 -7.607 2.010
Br23 -1.709 -5.503 1.106
Br24 -1.597 -6.793 4.031
H32 -1.493 -7.873 1.801
C27 1.616 -5.666 -1.918
Br25 0.156 -4.664 -2.698
Br26 3.242 -5.476 -2.946
Br27 1.883 -5.204 -0.059
H33 1.339 -6.715 -1.950
C28 3.343 -4.339 7.902
Br28 5.186 -3.821 8.188
Br29 2.587 -3.463 6.333
Br30 3.142 -6.261 7.814
H34 2.782 -4.002 8.768
C29 -4.130 -0.654 -9.556
Br31 -3.221 0.551 -8.352
Br32 -5.614 0.194 -10.460
Br33 -2.886 -1.466 -10.789
H35 -4.542 -1.456 -8.952
C30 6.113 -7.362 4.886
Br34 7.725 -6.575 5.613
Br35 5.539 -8.901 5.910
Br36 4.702 -6.056 4.700
H36 6.354 -7.716 3.889
C31 1.327 -5.605 -9.785
Br37 3.214 -5.247 -9.566
Br38 0.662 -4.946 -11.478
Br39 0.917 -7.477 -9.533
H37 0.806 -5.057 -9.004
C32 6.547 4.560 1.801
Br40 6.659 2.942 2.856
Br41 6.305 4.175 -0.079
Br42 5.184 5.759 2.467
H38 7.498 5.072 1.901

These are the Mulliken partial charges, in e, on atoms 1 to 4:
1 C -0.67
2 C -1.01
3 C 4.51
4 C -1.73

=====

Record 2
The following is a DFT calculation (the ωB97M-V functional and the def2-TZVPD basis) of C32H38BrKN8O3PS5Sb as an isolated structure.

Lowest unoccupied orbital energy (Ha): 0.129
Frontier orbital gap (eV): 4.64
Net charge: -2
F_max (eV/Å): 0.86

Element x y z (Å)
K1 -0.114 0.394 -0.485
C1 -1.728 -2.604 -2.276
N1 -1.382 -2.384 -0.880
C2 -2.577 -2.604 -0.085
C3 -2.457 -2.244 1.355
N2 -1.760 -1.280 1.870
C4 -2.149 -1.228 3.205
C5 -1.774 -0.344 4.212
C6 -2.344 -0.500 5.463
C7 -3.283 -1.510 5.720
C8 -3.684 -2.384 4.725
C9 -3.105 -2.215 3.473
N3 -3.274 -2.872 2.270
C10 -0.602 -2.359 -3.222
N4 0.626 -2.768 -3.072
C11 1.271 -2.368 -4.240
C12 2.601 -2.509 -4.630
C13 2.976 -2.022 -5.868
C14 2.052 -1.389 -6.712
C15 0.732 -1.228 -6.339
C16 0.367 -1.728 -5.096
N5 -0.834 -1.748 -4.421
H1 -2.548 -1.914 -2.499
H2 -2.093 -3.630 -2.467
H3 -0.618 -2.986 -0.588
H4 -2.955 -3.639 -0.165
H5 -3.349 -1.929 -0.485
H6 -1.071 0.447 3.998
H7 -2.073 0.183 6.259
H8 -3.714 -1.597 6.710
H9 -4.427 -3.150 4.912
H10 -3.973 -3.556 2.048
H11 3.321 -2.964 -3.965
H12 4.009 -2.106 -6.183
H13 2.386 -0.997 -7.665
H14 0.024 -0.708 -6.968
H15 -1.651 -1.198 -4.635
C17 -2.719 1.329 -5.377
C18 -1.332 1.477 -4.828
C19 -0.264 1.880 -5.549
C20 1.037 1.991 -4.963
C21 1.121 1.476 -3.694
Br1 2.905 1.389 -2.893
N6 0.176 1.000 -2.935
C22 -1.151 1.277 -3.370
H16 -2.774 1.694 -6.406
H17 -3.435 1.882 -4.764
H18 -3.070 0.287 -5.371
H19 -0.388 2.110 -6.606
H20 1.900 2.346 -5.503
H21 -1.876 0.578 -2.947
S1 -2.342 2.053 1.156
Sb1 -3.459 2.189 -0.894
S2 -1.810 2.962 -2.482
S3 -4.100 0.106 -1.701
S4 -5.165 3.709 -0.865
N7 0.421 3.023 2.509
C23 1.118 2.157 3.222
S5 1.449 0.579 2.743
N8 1.624 2.597 4.427
C24 1.234 3.688 5.214
C25 -0.067 4.189 5.226
C26 -0.391 5.251 6.057
C27 0.553 5.814 6.904
C28 1.839 5.290 6.917
C29 2.179 4.243 6.079
H22 -0.208 2.717 1.740
H23 0.282 3.968 2.828
H24 2.348 1.997 4.786
H25 -0.843 3.726 4.630
H26 -1.407 5.626 6.049
H27 0.288 6.640 7.550
H28 2.590 5.707 7.577
H29 3.189 3.849 6.078
C30 4.449 -0.184 0.953
O1 3.708 -1.401 0.967
P1 2.435 -1.461 -0.081
O2 3.153 -2.025 -1.407
C31 3.810 -3.286 -1.415
O3 1.835 -2.879 0.480
C32 1.231 -2.862 1.775
H30 5.108 -0.195 1.819
H31 3.788 0.683 1.021
H32 5.050 -0.109 0.043
H33 4.655 -3.212 -2.100
H34 3.114 -4.048 -1.767
H35 4.176 -3.556 -0.423
H36 0.684 -3.799 1.883
H37 0.530 -2.032 1.882
H38 1.996 -2.795 2.551

These are the natural (NBO) partial charges, in e, on atoms 1 to 4:
1 K 0.83
2 C -0.29
3 N -0.61
4 C -0.30